Density functional theory data (ωB97M-V/def2-TZVPD) for a cluster of 2 separate species, C15H28BINO5P in total in a non-equilibrium geometry.

ORCA input file:
```
! wB97M-V def2-TZVPD RIJCOSX def2/J DEFGRID3
* xyz 0 1
N 1.4188 -1.0003 1.5245
C 0.6779 -0.4152 0.4186
C -0.7252 0.1597 0.7884
O -1.1452 -0.2660 2.1041
C -1.8385 -0.2099 -0.2148
B -2.8173 -1.2626 0.4526
C -2.3742 -2.7112 0.9075
C -1.3005 -3.3786 0.0497
C -1.1402 -4.8628 0.3531
I -0.1172 -5.1614 2.1981
C -4.3104 -0.8790 0.7199
C -4.7638 -0.8699 2.0392
C -6.0831 -0.5634 2.3419
C -6.9746 -0.2817 1.3172
C -6.5436 -0.2741 0.0048
C -5.2214 -0.5700 -0.2920
H 1.1343 -1.9492 1.7209
H 1.3508 -0.4476 2.3646
H 1.2814 0.4166 0.0466
H 0.6180 -1.1491 -0.3826
H -0.6112 1.2445 0.8132
H -1.1412 0.5009 2.6814
H -2.3765 0.7046 -0.4667
H -1.3780 -0.6320 -1.1132
H -3.2734 -3.3360 0.8659
H -2.0619 -2.6151 1.9512
H -0.3391 -2.8866 0.1894
H -1.5596 -3.2818 -1.0103
H -0.6333 -5.4059 -0.4387
H -2.1242 -5.3091 0.4897
H -4.0724 -1.1126 2.8382
H -6.3985 -0.5575 3.3770
H -8.0075 -0.0624 1.5543
H -7.2392 -0.0372 -0.7910
H -4.9026 -0.5743 -1.3284
C 5.3613 4.4500 -3.2562
O 4.4304 4.4001 -2.1665
P 3.8477 2.9628 -1.6043
O 2.7321 3.4012 -0.7524
O 5.3018 2.7156 -0.8676
C 5.7526 3.6699 0.0911
O 3.6616 1.3550 -1.6286
C 4.6820 0.4201 -2.0154
H 5.7082 5.4774 -3.3288
H 6.2175 3.7972 -3.0678
H 4.8838 4.1742 -4.1962
H 4.9088 4.1781 0.5576
H 6.4128 4.4054 -0.3721
H 6.3093 3.1190 0.8468
H 5.3542 0.2658 -1.1755
H 5.2495 0.7572 -2.8802
H 4.1793 -0.5128 -2.2583
*
```

## Properties
- Orbital gap: 8.1 eV
- Highest occupied orbital energy: -8.71 eV
- Energy relative to the best compared isomer or geometry (same formula, charge and spin): 0.000 eV
- SMILES: NC[C@H](O)CB(CCCI)c1ccccc1.COP(=O)(OC)OC
- Total energy: -1683.20044 a.u.